1.
Here is a 5-piece molecular cluster, C9H15F2N3O12 overall in a non-equilibrium geometry from OMol25. Energies are from the ωB97M-V functional and the def2-TZVPD basis.

Each line ends with the natural charge from an NBO analysis.
Geometry (Å):
1 F -8.7980 -5.1905 14.8987  -0.334
2 F 0.9020 -8.5676 7.9773  -0.319
3 O -4.8338 -8.3883 9.4714  -0.356
4 O 0.6653 -3.9389 12.2966  -0.391
5 O -2.5798 -6.2966 9.3063  -0.615
6 O -4.8061 -5.7848 14.5582  -0.603
7 O -1.0258 -7.5223 8.2651  -0.472
8 O -5.1823 -9.8423 7.8404  -0.405
9 O -1.2414 -3.8544 13.1350  -0.375
10 O -6.0575 -4.9069 13.0225  -0.447
11 O -1.0745 -7.3116 12.3480  -0.443
12 O -2.1336 -7.2390 14.2510  -0.355
13 O -0.3503 -5.8810 9.3714  -0.469
14 O -6.6621 -4.8496 15.1380  -0.454
15 N -0.0711 -4.2118 13.2291  0.520
16 N -4.7460 -8.7665 8.3209  0.528
17 N -2.1071 -7.3945 13.0438  0.535
18 C 0.7881 -6.6842 9.3880  -0.129
19 C 0.3780 -7.3570 8.1548  0.441
20 C -1.3936 -6.5778 9.0339  0.975
21 C 0.3799 -5.0236 14.3668  -0.489
22 C -4.3868 -7.7791 7.2290  -0.481
23 C -7.4730 -4.4578 13.0175  -0.153
24 C -5.7956 -5.1615 14.2462  0.948
25 C -7.8110 -4.3296 14.5262  0.436
26 C -3.4266 -7.6328 12.4443  -0.499
27 H -4.7657 -6.8132 7.5632  0.242
28 H -7.7134 -3.4860 12.5864  0.220
29 H -8.0765 -3.3052 14.7875  0.162
30 H 1.6327 -6.0018 9.2922  0.220
31 H -3.2718 -7.9056 11.4004  0.250
32 H 0.4276 -6.1046 14.2357  0.268
33 H -3.8015 -6.6321 12.2297  0.266
34 H 1.3838 -4.6490 14.5666  0.223
35 H -0.2408 -4.7181 15.2091  0.239
36 H -3.3050 -7.7902 7.0960  0.237
37 H 0.6505 -6.7368 7.3009  0.154
38 H -4.8057 -8.2687 6.3498  0.234
39 H -8.0091 -5.3771 12.7818  0.226
40 H 0.9301 -7.3088 10.2699  0.218
41 H -4.0400 -8.2295 13.1194  0.247

Charge = 0
LUMO level = 0.01063 Ha
Calculated total energy = -1618.47895 a.u.
HOMO level = -10.30 eV
Orbital gap = 10.587 eV
Largest force on an atom = 7.2 eV/Å

2.
Here is C2H2I3O2S as an isolated structure in a non-equilibrium geometry from OMol25. Energies are from the ωB97M-V functional and the def2-TZVPD basis.

Each line ends with the natural charge from an NBO analysis.
Geometry (Å):
1 I 3.4090 1.5682 0.7385  0.049
2 I 4.1683 0.1920 -2.4166  0.027
3 I 4.4579 -1.9464 0.3645  0.074
4 S 1.5838 -1.1402 0.6783  1.464
5 O 0.0855 -1.1581 1.6739  -0.718
6 O 1.2577 -1.9813 -0.4623  -0.984
7 C 3.3703 -0.2535 -0.3754  -0.935
8 C 0.2629 -0.0504 0.8299  -0.342
9 H 0.4689 0.8267 1.5104  0.177
10 H -0.4476 0.1643 -0.0970  0.187

Charge = -1
LUMO level = 0.09524 Ha
Calculated total energy = -1519.08896 a.u.
HOMO level = -4.14 eV
Orbital gap = 6.731 eV
Largest force on an atom = 3.0 eV/Å

3.
Here is C6H15F9FeN8O25S7 as an isolated structure in a non-equilibrium geometry from OMol25. Energies are from the ωB97M-V functional and the def2-TZVPD basis.

Each line ends with the Löwdin spin population.
Geometry (Å):
1 Fe 0.8212 0.5501 2.0676  4.227
2 S 0.4991 -1.7436 4.3440  0.012
3 S -0.0593 3.5015 3.4713  0.007
4 S -0.2196 -0.0850 -0.9855  0.010
5 S 4.2349 1.2545 1.8751  0.010
6 S 0.6407 3.6950 1.2898  0.011
7 S 1.4320 -1.6316 -0.2383  0.011
8 S 1.9147 -0.0524 5.0823  0.007
9 F 6.2397 0.6300 0.2134  0.001
10 F 1.1032 2.9141 -0.0349  0.002
11 F -0.0509 -2.3790 2.9702  0.002
12 F 4.3351 0.7852 -0.7609  0.000
13 F -0.8664 1.2307 -0.3487  0.005
14 F -0.6548 2.1997 4.1679  0.004
15 F 2.1851 1.4440 4.6228  0.003
16 F 2.2452 -1.9834 1.1134  0.002
17 F 4.8299 -0.9799 0.4198  0.001
18 O -2.0550 -2.5880 0.7398  0.000
19 O -0.7541 -1.5250 5.0215  0.011
20 O -4.8906 3.1428 -2.6097  0.000
21 O -0.5328 4.3108 0.7102  0.016
22 O -1.4202 -0.8266 -1.2254  0.012
23 O 4.5076 2.6672 1.7557  0.016
24 O 1.7661 4.5100 1.6138  0.019
25 O -2.3828 -3.0058 -4.3581  0.000
26 O 1.5781 0.7297 -6.0546  0.000
27 O -4.6589 2.4064 -0.6186  0.000
28 O 1.0785 0.1203 6.2542  0.015
29 O 0.6459 -2.8174 -0.4770  0.017
30 O -1.2943 0.1285 2.4511  0.045
31 O -3.1558 0.4583 1.4495  0.007
32 O 0.4548 0.5710 -2.0483  0.013
33 O 0.9497 3.8557 4.4375  0.010
34 O 1.6596 -1.3907 -6.3570  0.000
35 O 3.2699 -0.4987 5.1874  0.010
36 O 4.8780 0.6413 3.0231  0.013
37 O 1.4031 -2.7775 4.7635  0.019
38 O -4.0857 -3.1483 0.3604  0.000
39 O 2.5132 -1.3315 -1.1270  0.013
40 O -1.2510 4.2968 3.3492  0.012
41 O 2.7586 1.0226 1.8447  0.133
42 O -0.5767 -1.9120 -3.8605  0.000
43 N -2.8969 -3.1573 0.0855  0.000
44 N -4.2038 2.8908 -1.6378  0.000
45 N 1.1204 -0.4841 3.6379  0.103
46 N 1.8971 -0.3920 -5.7083  0.000
47 N 0.5157 2.4386 2.1589  0.092
48 N -1.4740 -2.2405 -4.6068  0.000
49 N -2.5001 -0.0398 2.3233  0.005
50 N 0.6886 -0.4078 0.4492  0.095
51 C 2.7163 -0.5103 -4.4831  0.000
52 C -2.4811 -3.7835 -1.1715  0.000
53 C -2.7995 3.3794 -1.6050  0.000
54 C -1.4706 -1.6005 -5.9440  0.000
55 C -3.1460 -1.1227 3.1102  0.002
56 C 4.9527 0.3386 0.3379  0.004
57 H -2.5419 -2.0232 3.1472  0.000
58 H -3.1962 -0.7872 4.1481  0.000
59 H 3.5348 0.2002 -4.4116  0.000
60 H 2.1320 -0.4571 -3.5655  0.000
61 H -2.4049 3.5358 -0.6054  0.000
62 H -1.2297 -0.5751 -5.6743  0.000
63 H -3.0542 -4.6577 -1.4678  0.000
64 H -4.1610 -1.2890 2.7689  0.000
65 H -0.7725 -2.1060 -6.6060  0.000
66 H -2.7811 4.2624 -2.2343  0.000
67 H -1.4784 -4.1977 -1.0771  0.000
68 H -2.2420 2.5361 -2.0129  0.000
69 H -2.4283 -1.6671 -6.4533  0.000
70 H 3.1508 -1.5078 -4.5143  0.000
71 H -2.4811 -2.9650 -1.8828  0.000

Charge = -1
Spin multiplicity = 6
LUMO level (alpha / beta) = 0.01480 / -0.05890 Ha
Calculated total energy = -7505.91948 a.u.
HOMO level (alpha / beta) = -8.26 / -8.14 eV
Orbital gap (alpha / beta) = 8.659 / 6.541 eV
Largest force on an atom = 10.0 eV/Å

Ordered ΔE to the lowest compared entry with this formula, charge and spin results: 2.3019; 0.2096; 2.6662; unit eV.